Entry from the OMol25 dataset: a molecular structure, C4H8O2 (ωB97M-V with the def2-TZVPD basis set).

## Properties
Relative energy (zero: lowest compared OMol25 entry of this formula, charge and spin): 441.4 kJ/mol
Calculated total energy: -307.54431 Eh
E_LUMO: 1.005 eV
Total charge: 0
E_HOMO: -0.32889 Eh

Geometry (Å):
1 C 0.3986 -1.1115 0.7421
2 C 0.0142 -1.2013 -0.7092
3 O 0.0953 0.0539 -1.3767
4 C -0.6814 1.0078 -0.6865
5 C -0.1831 1.1481 0.7431
6 O -0.2085 -0.1045 1.4414
7 H 1.3425 -1.5670 1.1594
8 H 1.7904 -0.7634 0.5813
9 H 0.7127 -1.8741 -1.2011
10 H -1.0094 -1.5974 -0.8383
11 H -1.7421 0.7070 -0.6879
12 H -0.5881 1.9601 -1.2213
13 H -0.7998 1.8424 1.3213
14 H 0.8587 1.4999 0.7324


Entry from the OMol25 dataset: a molecular structure, C11H26Br2ClO4S (ωB97M-V with the def2-TZVPD basis set).

## Properties
Calculated total energy: -6741.78980 Eh
E_LUMO: -3.377 eV
Total charge: +1
E_HOMO: -0.49170 Eh

Geometry (Å):
1 C -2.9247 -0.7946 0.5862
2 C -2.4205 -2.2246 0.4320
3 Br -1.8374 -2.9326 2.1526
4 C -1.3314 -2.3042 -0.6569
5 Br -2.0327 -3.1519 -2.2628
6 S 0.0948 -3.3072 -0.1754
7 C 1.3627 -2.2152 0.4783
8 C 2.2125 -3.0967 1.3785
9 O 2.9790 -3.8940 0.9344
10 Cl 1.9834 -2.8900 3.0914
11 H -3.3661 -0.6959 1.5711
12 H -3.7265 -0.6158 -0.1245
13 H -2.1373 -0.0659 0.4473
14 H -3.2549 -2.8464 0.1425
15 H -1.0383 -1.3092 -0.9809
16 H 0.6245 -3.6831 -1.3511
17 H 2.0286 -1.8673 -0.3238
18 H 0.9283 -1.4071 1.0596
19 C 3.4698 1.1434 -3.0986
20 C 2.4363 0.2519 -2.4428
21 O 3.0550 -0.7688 -1.6395
22 H 4.1425 0.5541 -3.7209
23 H 2.9908 1.8997 -3.7202
24 H 4.0774 1.6513 -2.3461
25 H 1.8428 -0.2684 -3.1924
26 H 1.7579 0.8391 -1.8225
27 H 3.5892 -0.3244 -0.9719
28 C -1.3445 2.0752 3.1986
29 C -0.3626 0.9348 3.3815
30 O 0.4867 0.7751 2.2346
31 H -1.9660 1.9082 2.3161
32 H -1.9948 2.1743 4.0670
33 H -0.8174 3.0211 3.0564
34 H -0.8886 -0.0108 3.5053
35 H 0.2563 1.0995 4.2664
36 H 0.9773 1.5955 2.1195
37 C -0.8244 3.1589 -1.4773
38 C -1.5761 1.8443 -1.4317
39 O -0.7463 0.7794 -0.9457
40 H 0.0563 3.0717 -2.1141
41 H -1.4570 3.9571 -1.8641
42 H -0.4844 3.4443 -0.4786
43 H -1.9004 1.5504 -2.4280
44 H -2.4626 1.9335 -0.7953
45 H -0.4572 1.0110 -0.0545


Entry from the OMol25 dataset: 5 unconnected molecules or ions with the total composition C18H45IN3O7P2 (ωB97M-V with the def2-TZVPD basis set).

## Properties
Calculated total energy: -2383.93662 Eh
E_LUMO: -3.832 eV
Total charge: +1
E_HOMO: -0.41314 Eh

Geometry (Å):
1 O 2.6139 2.4711 1.5086
2 P 1.4199 3.1849 0.6565
3 O 1.5584 4.7525 1.0428
4 C -0.1172 2.5725 1.5850
5 N -0.3069 1.2902 1.8262
6 N -1.4598 1.0958 2.4775
7 C -1.9921 2.2229 2.6328
8 N -1.1680 3.2144 2.0856
9 P -1.4624 4.9987 1.9982
10 O -2.2284 5.2917 3.3823
11 I -3.1214 5.0239 0.1994
12 H 2.6845 2.9040 2.3724
13 H 1.5502 4.8673 2.0042
14 H 0.3171 0.5373 1.5598
15 H -2.9392 2.4356 3.0864
16 H -2.8014 4.5818 3.7069
17 C -0.5900 -4.4179 -0.7626
18 C -0.6740 -3.4740 0.4228
19 O -0.2535 -2.1480 0.1292
20 C -0.9846 -1.4738 -0.8820
21 C -2.4615 -1.3087 -0.5642
22 H 0.4276 -4.4498 -1.1537
23 H -0.8794 -5.4243 -0.4605
24 H -1.2475 -4.1136 -1.5781
25 H -0.0099 -3.8249 1.2125
26 H -1.6840 -3.4669 0.8463
27 H -0.8484 -1.9618 -1.8519
28 H -0.5257 -0.4848 -0.9696
29 H -2.9708 -2.2683 -0.4808
30 H -2.9548 -0.7384 -1.3519
31 H -2.5946 -0.7840 0.3855
32 C -1.7685 -1.2179 -7.0956
33 C -1.2203 -1.1718 -5.6803
34 O -1.0182 -2.4476 -5.0989
35 C -0.1081 -3.3034 -5.7692
36 C 1.2996 -2.7435 -5.8791
37 H -2.7094 -1.7688 -7.1225
38 H -1.9454 -0.2069 -7.4636
39 H -1.0799 -1.7065 -7.7854
40 H -1.9382 -0.6650 -5.0336
41 H -0.2958 -0.5845 -5.6402
42 H -0.4968 -3.5744 -6.7563
43 H -0.0834 -4.2228 -5.1840
44 H 1.3313 -1.8264 -6.4686
45 H 1.9567 -3.4690 -6.3588
46 H 1.6970 -2.5130 -4.8891
47 C 6.5291 0.6148 -2.3445
48 C 6.2867 2.0509 -2.7742
49 O 5.0149 2.5573 -2.3997
50 C 4.7371 2.5853 -1.0171
51 C 5.7000 3.4373 -0.2071
52 H 5.7571 -0.0405 -2.7504
53 H 7.4998 0.2743 -2.7044
54 H 6.5200 0.5036 -1.2591
55 H 6.3169 2.1120 -3.8614
56 H 7.0811 2.7078 -2.4043
57 H 4.6877 1.5660 -0.6152
58 H 3.7303 3.0004 -0.9318
59 H 6.7197 3.0553 -0.2515
60 H 5.3988 3.4558 0.8415
61 H 5.7146 4.4603 -0.5855
62 C -4.8371 -0.2788 7.4170
63 C -4.9589 -0.4351 5.9122
64 O -3.8687 0.1165 5.1850
65 C -2.5903 -0.4293 5.4650
66 C -2.4714 -1.9163 5.1846
67 H -4.7349 0.7737 7.6856
68 H -5.7239 -0.6787 7.9079
69 H -3.9704 -0.8071 7.8157
70 H -5.8434 0.0981 5.5643
71 H -5.1024 -1.4851 5.6392
72 H -2.2959 -0.2023 6.4957
73 H -1.8970 0.1103 4.8202
74 H -3.1365 -2.5056 5.8156
75 H -1.4516 -2.2548 5.3701
76 H -2.7279 -2.1298 4.1457


Entry from the OMol25 dataset: 2 unconnected molecules or ions with the total composition C5H6FN (ωB97M-V with the def2-TZVPD basis set).

## Properties
Structure (SMILES): N=C=CF.C#CC
Relative energy (zero: lowest compared OMol25 entry of this formula, charge and spin): 397.9 kJ/mol
Calculated total energy: -348.58067 Eh
E_LUMO: 0.753 eV
Total charge: 0
E_HOMO: -0.32486 Eh

Geometry (Å):
1 C -1.5646 -0.8764 -0.6844
2 C 1.5805 0.5274 0.0507
3 C 1.9176 -0.2709 -0.7642
4 C 0.9065 1.6165 0.8112
5 C -1.6179 -1.6375 0.3858
6 N -1.7833 -0.2495 -1.6784
7 F -2.0129 -1.2051 1.6223
8 H -1.0823 0.4578 -2.0416
9 H 2.4598 -1.1261 -1.1018
10 H -0.1764 1.4681 0.6188
11 H 1.0468 1.3789 1.8351
12 H 1.4227 2.5324 0.5181
13 H -1.0965 -2.6155 0.4282


Entry from the OMol25 dataset: 2 unconnected molecules or ions with the total composition C9H14 (ωB97M-V with the def2-TZVPD basis set).

## Properties
Structure (SMILES): Cc1ccccc1.CC
Relative energy (zero: lowest compared OMol25 entry of this formula, charge and spin): 189.1 kJ/mol
Calculated total energy: -351.25815 Eh
E_LUMO: 1.063 eV
Total charge: 0
E_HOMO: -0.33242 Eh

Geometry (Å):
1 C -0.1018 -3.0143 2.1625
2 C -1.4030 -3.1630 1.2213
3 H -0.2292 -3.2602 3.1290
4 H 0.6465 -3.7673 1.6977
5 H 0.1830 -1.9608 2.1628
6 H -1.4099 -2.5714 0.3096
7 H -2.3132 -2.7838 1.8909
8 H -1.4895 -4.1486 0.8073
9 C 0.0800 3.5254 -1.8832
10 C 1.4718 2.0938 -0.4504
11 C 0.3773 2.2762 -1.1650
12 C 1.6711 0.8122 0.1071
13 C 0.7212 -0.0924 0.1536
14 C -0.6262 1.2385 -1.3682
15 C -0.4738 0.0888 -0.6691
16 H 2.3041 2.8358 -0.3222
17 H 2.5919 0.5520 0.6072
18 H 0.8712 4.2437 -2.2237
19 H -0.5567 4.2643 -1.4193
20 H 0.7597 -1.0867 0.7518
21 H -1.4056 1.3588 -2.0631
22 H -1.3404 -0.6172 -0.5519
23 H -0.3282 3.1762 -2.8847


Entry from the OMol25 dataset: 2 unconnected molecules or ions with the total composition CH5Cl3Si2 (ωB97M-V with the def2-TZVPD basis set).

## Properties
Relative energy (zero: lowest compared OMol25 entry of this formula, charge and spin): 409.3 kJ/mol
Calculated total energy: -2000.65711 Eh
E_LUMO (spin up / spin down): -0.993 / -1.276 eV
Total charge: 0
E_HOMO (spin up / spin down): -0.30474 / -0.34490 Eh

Geometry (Å):
1 C -1.1434 0.2367 0.6973
2 Si -1.7826 -0.1964 -0.8956
3 Si 2.3458 0.0341 0.7026
4 Cl 3.6847 1.1938 1.6297
5 Cl 2.4644 -1.9117 0.9166
6 Cl 2.5136 0.4407 -1.2239
7 H -1.2549 1.3207 0.9986
8 H -0.9326 -0.5492 1.4625
9 H -3.1338 -0.6773 -1.0336
10 H -1.0156 -1.1010 -1.8240
11 H -1.7457 1.2097 -1.4303